[1]
# C33H42BN6O2P

7 unconnected molecules or ions with the total composition C33H42BN6O2P (ωB97M-V with the def2-TZVPD basis set, OMol25).

Structure (XYZ):
```
85
Properties=species:S:1:pos:R:3:forces:R:3
C 6.542 5.205 1.908 -3.54 -2.08 -2.61
C 5.459 4.556 1.069 3.53 2.36 2.37
C 4.194 5.426 0.411 1.54 -0.92 -0.03
B 2.950 5.445 1.487 -1.47 1.18 -0.93
C 1.344 5.507 1.128 -4.37 -0.69 -1.00
C 0.602 6.862 0.549 -2.04 -3.11 0.61
C -1.024 6.891 0.251 2.37 -3.77 1.82
C -1.895 5.508 0.549 3.48 -0.23 0.71
C -1.208 4.119 1.123 2.67 4.14 -0.88
C 0.433 4.155 1.403 -2.23 2.74 -1.04
P 3.383 5.433 3.391 0.46 -0.59 1.24
O 1.938 5.135 4.315 0.55 -0.45 -1.48
O 3.999 7.075 3.660 -0.49 -1.53 -2.28
H 7.348 4.540 2.453 -1.80 1.58 -1.29
H 6.529 6.365 2.058 0.15 -2.47 -0.22
H 5.566 3.396 0.916 -0.64 2.46 0.31
H 4.626 6.527 0.246 -1.04 -2.24 0.25
H 3.889 4.950 -0.634 0.68 1.20 2.20
H 1.299 7.804 0.381 -1.85 -2.10 0.32
H -1.533 7.883 -0.128 1.11 -2.37 0.86
H -3.050 5.496 0.354 2.54 0.14 0.38
H -1.863 3.148 1.323 1.68 2.36 -0.54
H 0.935 3.172 1.840 -1.10 2.31 -1.10
H 1.690 4.151 4.202 0.89 2.31 0.20
H 4.411 7.306 2.754 -1.06 -0.32 2.11
N -2.887 0.521 1.843 0.00 -0.02 -0.03
C -3.352 -0.209 0.780 -0.06 -0.03 -0.12
C -2.426 -1.189 0.500 -0.32 0.14 -0.09
C -1.369 -1.050 1.431 0.17 0.21 0.33
C -1.681 0.012 2.250 0.15 -0.01 0.02
H -3.360 1.311 2.262 0.14 -0.35 -0.12
H -4.298 0.033 0.314 0.17 -0.08 0.04
H -2.505 -1.927 -0.288 -0.01 0.20 0.11
H -0.477 -1.659 1.497 -0.14 0.12 0.01
H -1.149 0.449 3.085 -0.08 -0.11 -0.14
N -3.988 -4.278 -1.115 -0.22 -0.03 -0.10
C -4.819 -3.623 -0.243 -0.10 0.05 0.07
C -6.069 -3.555 -0.816 0.16 0.17 0.44
C -5.991 -4.197 -2.075 0.24 -0.22 -0.27
C -4.696 -4.636 -2.233 0.14 -0.05 -0.09
H -3.007 -4.467 -0.957 -0.37 0.03 -0.04
H -4.450 -3.261 0.707 -0.11 -0.04 -0.18
H -6.943 -3.095 -0.375 0.13 -0.09 -0.04
H -6.794 -4.325 -2.790 0.13 -0.05 0.04
H -4.217 -5.170 -3.043 -0.12 0.11 0.12
N 7.735 1.652 -0.194 -0.07 0.04 0.03
C 8.931 1.095 -0.565 0.01 -0.11 -0.07
C 8.663 -0.048 -1.285 0.32 0.19 0.12
C 7.256 -0.182 -1.355 -0.32 0.16 0.08
C 6.707 0.883 -0.676 0.00 -0.05 0.02
H 7.627 2.499 0.349 0.03 -0.22 -0.27
H 9.867 1.558 -0.285 -0.14 -0.01 -0.27
H 9.401 -0.713 -1.713 -0.12 0.13 0.09
H 6.702 -0.970 -1.849 0.09 0.15 0.09
H 5.677 1.158 -0.494 0.16 -0.08 -0.05
N -8.223 -2.002 -3.424 -0.08 0.04 0.03
C -8.857 -0.847 -3.047 -0.02 0.04 -0.03
C -10.054 -0.777 -3.726 0.19 0.21 0.27
C -10.147 -1.935 -4.535 0.13 -0.34 -0.13
C -9.005 -2.675 -4.327 -0.02 0.01 -0.04
H -7.321 -2.311 -3.087 -0.27 0.15 -0.09
H -8.403 -0.174 -2.332 -0.10 -0.09 -0.14
H -10.781 0.020 -3.645 0.13 -0.13 0.00
H -10.961 -2.200 -5.198 0.15 0.03 0.12
H -8.682 -3.619 -4.744 -0.09 0.16 0.03
N -7.979 -7.172 -1.871 -0.06 -0.07 0.02
C -9.151 -7.459 -1.222 -0.04 -0.02 -0.03
C -9.399 -8.806 -1.365 -0.17 0.30 0.19
C -8.335 -9.352 -2.123 0.34 0.03 -0.19
C -7.471 -8.321 -2.419 -0.01 -0.02 -0.04
H -7.554 -6.256 -1.935 -0.06 -0.32 0.11
H -9.709 -6.682 -0.716 0.07 -0.15 -0.09
H -10.253 -9.338 -0.966 0.14 0.11 -0.06
H -8.213 -10.385 -2.419 0.00 0.18 0.05
H -6.542 -8.307 -2.972 -0.17 -0.03 0.09
N 10.806 0.519 2.058 0.06 -0.02 0.17
C 12.067 0.268 1.584 0.03 0.03 0.01
C 12.775 -0.375 2.575 0.06 0.11 -0.37
C 11.908 -0.522 3.684 -0.35 0.05 0.17
C 10.698 0.036 3.336 0.04 0.03 0.05
H 10.070 0.987 1.545 0.26 -0.37 0.25
H 12.353 0.569 0.585 -0.01 -0.07 0.17
H 13.804 -0.704 2.506 -0.18 0.06 -0.01
H 12.141 -0.986 4.633 -0.06 0.08 -0.17
H 9.772 0.131 3.888 0.18 -0.03 -0.07
```
Positions in Å, forces in eV/Å.

Values from the calculation:
LUMO energy = -1.19 eV
SMILES = C=CCB(c1ccccc1)P(O)O.c1cc[nH]c1.c1cc[nH]c1.c1cc[nH]c1.c1cc[nH]c1.c1cc[nH]c1.c1cc[nH]c1
Orbital gap = 6.797 eV
Highest occupied orbital energy = -8.0 eV
Multiplicity = 1

Results of the Löwdin charge analysis, in e, for atoms 1 through 2: number 1, C, carries -0.040; number 2, C, carries -0.182

=====

[2]
# C33H42Br3ClCsF2MgN2O15P3S

A molecular structure, C33H42Br3ClCsF2MgN2O15P3S (ωB97M-V with the def2-TZVPD basis set, OMol25).

Structure (XYZ):
```
104
Properties=species:S:1:pos:R:3:forces:R:3
C -3.770 -3.297 6.326 0.25 0.93 -0.47
C -4.113 -3.914 4.994 0.45 -0.94 0.00
O -3.823 -5.053 4.761 -0.31 -0.16 -0.06
O -4.755 -3.191 4.028 0.48 0.26 0.50
C -4.193 -1.922 3.707 -0.30 1.07 -0.56
C -3.160 -1.992 2.593 0.42 -0.72 -0.26
C -1.766 -2.409 3.064 0.24 0.21 0.51
C -0.962 -1.278 3.718 -0.83 -0.13 -0.22
C -0.632 -0.084 2.796 0.90 0.42 0.60
C 0.763 -0.108 2.199 -1.18 -1.56 -2.43
C 1.915 0.334 2.855 1.07 -0.34 0.14
C 1.864 0.947 4.239 -1.55 0.72 -0.06
C 1.300 0.088 5.349 0.37 -0.60 -0.05
O 1.686 -0.961 5.706 -0.06 0.19 -0.01
Br -0.267 0.890 6.302 0.16 0.22 0.07
C 3.182 0.224 2.256 0.31 -0.30 0.17
Br 4.692 0.782 3.159 0.34 0.70 0.10
C 3.398 -0.289 0.962 -1.66 -1.05 -1.85
C 4.696 -0.454 0.213 -0.58 -1.12 0.18
P 5.340 -2.204 0.169 1.52 0.03 2.45
O 6.653 -2.294 0.797 0.60 0.00 -0.84
O 5.456 -2.666 -1.381 -0.75 0.55 0.11
O 4.263 -3.159 0.843 -0.87 0.13 -1.41
C 2.239 -0.702 0.266 -2.67 -1.54 0.93
C 0.844 -0.638 0.863 2.72 -1.79 1.27
N -0.381 -1.061 0.070 2.03 0.85 -0.57
C -0.425 -2.520 -0.065 0.39 -0.17 -0.92
O -1.769 -2.981 0.032 0.07 0.28 -0.26
C -1.966 -4.027 -0.859 -0.38 -0.62 -0.50
C -2.705 -3.672 -2.121 0.11 -0.18 -0.01
O -1.571 -5.131 -0.644 0.21 0.25 0.41
C -0.430 -0.459 -1.306 -0.08 -1.56 -2.00
C 0.759 -0.520 -2.246 -1.67 -1.50 2.04
C 0.696 0.035 -3.520 -0.18 -0.55 1.82
C -0.506 0.663 -3.883 1.12 -0.41 -0.81
P -0.682 1.485 -5.591 -1.18 -1.81 -1.04
O -1.388 0.479 -6.610 0.88 -0.80 0.34
Br 1.451 1.661 -6.307 -0.30 -0.43 0.25
C -1.596 0.735 -3.025 0.82 0.25 -1.37
C -2.735 1.443 -3.655 -1.67 -0.40 1.22
P -4.168 0.415 -4.154 -0.54 0.97 0.90
O -5.390 1.152 -3.784 -0.20 0.17 -0.31
O -4.109 -1.022 -3.535 0.43 -0.04 -0.52
O -4.131 0.372 -5.810 0.25 0.92 0.17
C -1.612 0.191 -1.743 1.23 -1.15 1.22
C -2.795 0.243 -0.789 -0.13 0.71 0.18
C -2.772 1.489 0.141 0.69 -0.51 -1.09
O -2.058 2.428 -0.011 0.06 -0.15 0.08
F -3.673 1.490 1.110 -0.28 -0.40 0.07
S 2.261 -1.347 -1.500 -0.85 1.06 0.39
H -3.053 -2.491 6.149 -0.02 0.07 0.11
H -3.254 -4.016 6.949 -0.27 -0.25 0.04
H -4.629 -2.840 6.811 -0.09 -0.13 0.06
H -3.776 -1.387 4.562 -0.09 -0.25 0.24
H -5.019 -1.304 3.353 -0.16 -0.11 0.08
H -3.114 -1.035 2.068 -0.11 0.09 0.09
H -3.489 -2.732 1.863 -0.21 0.06 -0.02
H -1.890 -3.179 3.831 0.08 -0.14 -0.08
H -1.160 -2.870 2.291 -0.24 -0.06 -0.18
H -0.079 -1.724 4.164 0.14 0.18 0.01
H -1.585 -0.886 4.523 0.18 0.02 0.18
H -1.346 -0.016 1.980 -0.11 -0.01 0.05
H -0.694 0.834 3.387 -0.24 0.02 -0.01
H 2.832 1.303 4.577 0.14 -0.19 -0.05
H 1.219 1.826 4.179 0.08 0.09 0.05
H 5.506 0.114 0.653 0.10 0.00 -0.05
H 4.538 -0.244 -0.846 0.09 0.58 0.06
H 4.589 -2.590 -1.804 0.09 -0.23 -0.27
H 4.657 -4.034 0.939 0.02 -0.05 0.31
H 0.263 -3.006 0.624 -0.29 0.10 0.43
H -0.068 -2.780 -1.068 0.07 -0.13 0.04
H -2.708 -4.552 -2.757 0.00 -0.05 -0.01
H -2.200 -2.876 -2.672 -0.13 0.20 0.10
H -3.744 -3.422 -1.906 0.04 0.27 0.09
H 1.564 -0.028 -4.156 -0.06 0.08 -0.20
H -1.078 -0.576 -6.435 -0.59 0.51 0.17
H -3.155 2.157 -2.940 -0.39 -0.09 -0.10
H -2.319 2.039 -4.487 0.10 -0.05 0.14
H -4.733 -1.041 -2.792 -0.14 -0.30 -0.07
H -5.037 0.567 -6.114 -0.30 -0.90 0.15
H -2.855 -0.699 -0.245 0.04 0.15 0.33
H -3.744 0.336 -1.322 -0.03 0.08 -0.06
C 7.725 4.853 1.470 -0.21 -0.06 -0.13
C 6.925 4.106 2.512 0.02 -0.02 0.03
O 5.803 3.718 2.291 -0.03 0.17 -0.08
C 7.593 3.864 3.843 -0.22 -0.10 0.03
H 7.130 4.957 0.565 -0.01 -0.01 0.00
H 7.984 5.847 1.839 0.16 -0.05 0.03
H 8.636 4.303 1.232 0.09 0.10 0.09
H 7.847 4.816 4.313 0.16 -0.02 -0.04
H 8.499 3.272 3.705 0.09 0.12 0.02
H 6.913 3.320 4.494 -0.01 -0.01 -0.01
O -4.651 4.116 -5.389 1.64 -1.81 -1.29
H -4.973 3.285 -5.026 -2.29 0.72 1.79
Cs 0.965 1.488 -0.463 1.07 7.80 -0.05
C -1.177 5.747 -7.148 -0.04 -0.02 -0.16
C -0.764 4.621 -6.325 -0.18 0.09 0.04
N -0.491 3.708 -5.677 0.77 3.38 0.42
H -0.441 5.914 -7.933 0.01 0.01 0.00
H -2.148 5.550 -7.606 0.04 0.04 0.04
H -1.251 6.640 -6.530 -0.01 0.00 0.00
Cl -0.917 -1.958 -5.468 0.00 -0.38 0.05
Mg -3.668 2.540 -5.934 1.79 0.44 -0.74
F 4.868 -1.749 2.899 -0.45 0.05 -0.19
```
Positions in Å, forces in eV/Å.

Values from the calculation:
LUMO energy = -2.59 eV
Orbital gap = 3.949 eV
Highest occupied orbital energy = -6.5 eV
Multiplicity = 1

Results of the Löwdin charge analysis, in e, for atoms 1 through 2: number 1, C, carries 0.022; number 2, C, carries -0.530

=====

[3]
# C33H42FN4NiO9S2Si

A molecular structure, C33H42FN4NiO9S2Si (ωB97M-V with the def2-TZVPD basis set, OMol25).

Structure (XYZ):
```
93
Properties=species:S:1:pos:R:3:forces:R:3
Ni 1.094 0.012 0.305 -0.30 0.39 0.13
C -0.497 -1.951 -2.120 0.11 -0.11 -0.09
C -1.464 -1.908 -0.954 0.05 0.09 0.08
C -2.661 -1.022 -1.281 0.04 0.08 -0.05
C -1.921 -3.326 -0.634 -0.09 0.02 0.06
O -0.722 -1.333 0.159 0.02 -0.11 0.03
Si -1.111 -1.257 1.807 -0.09 -0.15 -0.15
S 0.560 -0.488 2.658 0.05 0.08 0.00
O -2.492 -0.349 1.770 -0.11 0.03 0.09
C -3.436 -0.030 2.799 0.11 -0.08 -0.05
C -4.051 1.303 2.393 0.00 0.06 -0.04
C -4.501 -1.124 2.832 -0.02 0.00 -0.01
C -2.756 0.100 4.159 0.03 -0.04 0.00
O -1.622 -2.728 2.362 0.01 0.02 0.01
C -0.896 -3.800 2.985 -0.01 0.06 -0.02
C -0.636 -3.434 4.442 0.02 0.02 0.05
C -1.817 -5.010 2.903 -0.01 -0.07 -0.01
C 0.415 -4.085 2.261 0.06 -0.01 -0.02
H -0.990 -2.386 -2.992 0.01 -0.02 -0.01
H 0.374 -2.561 -1.863 -0.06 -0.01 0.01
H -0.138 -0.953 -2.352 -0.02 0.01 -0.01
H -3.126 -1.360 -2.211 -0.03 0.00 0.03
H -2.335 0.013 -1.415 0.03 -0.05 0.02
H -3.404 -1.043 -0.483 0.04 -0.01 0.00
H -2.463 -3.724 -1.495 0.01 0.01 0.00
H -2.578 -3.350 0.234 0.00 -0.01 -0.01
H -1.060 -3.968 -0.444 -0.04 0.02 0.02
H -4.478 1.223 1.390 0.01 0.01 0.04
H -3.283 2.080 2.385 -0.04 -0.03 0.01
H -4.840 1.597 3.089 0.02 -0.01 -0.01
H -5.040 -1.155 1.882 0.04 -0.01 0.02
H -5.220 -0.939 3.635 0.02 0.01 -0.04
H -4.027 -2.093 2.995 0.00 0.02 0.01
H -1.923 0.802 4.102 -0.01 0.00 0.00
H -2.360 -0.864 4.489 0.00 0.02 -0.02
H -3.474 0.451 4.905 0.02 -0.02 -0.03
H -1.585 -3.258 4.957 0.03 0.00 -0.01
H -0.027 -2.531 4.498 -0.02 -0.04 0.00
H -0.111 -4.247 4.951 -0.02 0.02 -0.02
H -2.773 -4.788 3.383 0.02 0.00 -0.01
H -1.365 -5.870 3.403 -0.02 0.03 -0.02
H -2.005 -5.274 1.860 0.00 0.02 0.03
H 1.072 -3.213 2.279 -0.04 -0.04 0.00
H 0.228 -4.361 1.222 0.01 0.02 0.04
H 0.928 -4.919 2.748 -0.01 0.02 -0.01
O 2.898 -1.331 0.211 0.27 -0.08 0.02
S 3.817 -0.207 0.471 0.07 -0.28 -0.01
O 4.866 -0.408 1.434 0.05 0.07 0.01
N 2.807 0.932 0.804 -0.27 0.18 -0.20
C 2.787 2.297 0.843 0.00 -0.16 0.10
C 3.843 3.154 1.033 0.09 0.06 -0.03
C 3.640 4.549 1.059 0.01 -0.02 0.01
C 2.396 5.098 0.936 -0.02 0.00 0.00
C 1.273 4.245 0.786 0.01 0.05 0.02
C -0.056 4.718 0.703 -0.01 0.03 -0.01
C -1.091 3.837 0.588 0.01 -0.01 0.01
C -0.805 2.460 0.525 -0.01 -0.01 0.01
N 0.414 1.992 0.580 0.19 0.12 -0.04
C 1.464 2.855 0.728 -0.09 -0.08 0.02
C 4.630 0.102 -1.076 0.02 0.01 -0.04
C 5.692 0.993 -1.128 0.00 -0.05 0.00
C 6.303 1.254 -2.344 0.00 -0.01 -0.05
C 5.866 0.613 -3.495 0.01 0.01 0.02
C 4.816 -0.293 -3.430 -0.02 -0.01 0.05
C 4.189 -0.549 -2.219 0.01 0.01 -0.02
H 4.837 2.749 1.167 -0.03 0.01 0.00
H 4.501 5.196 1.189 -0.02 -0.02 0.00
H 2.248 6.171 0.964 0.00 -0.03 0.00
H -0.236 5.787 0.734 0.00 -0.03 0.01
H -2.118 4.172 0.531 0.01 0.00 -0.01
H -1.600 1.723 0.444 0.02 0.03 -0.02
H 6.044 1.469 -0.224 -0.01 -0.03 -0.01
H 7.125 1.957 -2.392 0.00 0.00 0.00
H 6.348 0.817 -4.444 -0.01 0.00 0.02
H 4.479 -0.800 -4.326 0.01 0.00 0.00
H 3.354 -1.233 -2.147 0.04 0.03 0.01
F -2.477 -0.974 -5.309 -0.01 -0.06 -0.03
C -2.040 0.123 -4.673 -0.07 0.04 0.05
C -0.736 0.395 -4.586 0.15 0.03 0.06
N -0.250 1.503 -3.942 0.05 -0.01 0.01
C 1.188 1.740 -3.797 -0.19 -0.01 -0.02
C 1.740 1.475 -2.380 0.03 -0.09 0.25
O 2.746 2.108 -2.082 -0.25 -0.06 0.02
O 1.108 0.583 -1.716 0.14 0.07 -0.16
C -1.098 2.384 -3.305 0.03 0.04 0.01
O -0.718 3.379 -2.726 -0.06 -0.10 -0.04
N -2.444 2.053 -3.397 0.07 -0.01 -0.05
C -3.034 0.972 -4.042 -0.03 0.02 0.00
O -4.235 0.803 -4.047 0.04 0.02 0.00
H 0.000 -0.268 -5.018 0.00 0.01 0.00
H 1.413 2.769 -4.059 -0.02 0.03 0.00
H 1.696 1.075 -4.496 0.05 0.01 0.02
H -3.070 2.687 -2.926 -0.04 0.04 0.03
```
Positions in Å, forces in eV/Å.

Values from the calculation:
LUMO energy (spin up / spin down) = 2.50 / 2.50 eV
Net charge = -1
Orbital gap (spin up / spin down) = 7.551 / 7.537 eV
Highest occupied orbital energy (spin up / spin down) = -5.0 / -5.0 eV
Multiplicity = 3

Results of the Löwdin charge analysis, in e, for atoms 1 through 2: number 1, Ni, carries 0.483; number 2, C, carries -0.032

=====

Question: The highest multiplicity belongs to which entry?
Answer: C33H42FN4NiO9S2Si

=====

Question: Which value of multiplicity does entry 1 give?
Answer: 1